56
Properties=species:S:1:pos:R:3:forces:R:3 method="wB97M-V/def2-TZVPD" total_charge=0 homo_lumo_gap_ha=0.254 smiles="C=CCc1ccc(OCCOCCOc2cccc3ccc(C)nc23)c(OC)c1" relative_energy_ev=22.790
C -3.6677 -3.3208 1.2738 2.1 0.1 0.8
C -4.0598 -2.3323 0.4794 -2.6 0.4 -0.3
C -3.3039 -1.0005 0.0304 -5.1 -2.0 -1.9
C -1.9620 -1.1343 0.4334 -3.6 -1.9 -7.0
C -1.5639 -0.6823 1.4806 0.0 8.4 13.4
C -0.3145 -0.6593 2.0446 0.6 0.4 1.3
C 0.5955 -1.3649 1.3825 2.0 -0.3 -3.8
C 0.2360 -1.8227 -0.1015 -7.5 4.3 9.0
C -1.1366 -1.7331 -0.4242 6.0 -1.2 0.2
H -1.3886 -2.2661 -1.2499 -1.4 -0.9 -2.5
O 1.1274 -2.3025 -0.7332 6.1 -5.7 -7.8
C 0.6747 -2.9429 -2.0865 6.0 -7.2 3.7
H 1.7067 -3.6273 -2.5470 -2.8 3.0 1.3
H 0.3806 -2.1822 -2.6027 -1.9 4.2 -3.6
H 0.0395 -3.8615 -1.9799 -0.2 1.6 0.5
O 1.8693 -1.2452 1.8799 2.4 -2.3 -1.2
C 3.0740 -2.0658 1.2536 1.9 10.1 4.3
C 3.6878 -1.2053 0.1358 5.0 0.5 0.0
O 4.4423 0.1376 0.4806 -0.5 -6.4 4.0
C 3.9854 1.2596 -0.0251 -3.5 -2.3 -8.2
C 2.4746 1.5608 -0.2053 3.2 2.5 12.1
H 1.9409 1.2512 0.9429 1.4 0.1 -3.2
O 1.9304 1.1233 -1.2260 -5.5 -4.1 -6.5
C 0.5500 1.1556 -1.3709 6.5 -4.1 -12.0
C 0.2207 0.7234 -2.9933 -6.3 12.1 12.6
C -1.0230 0.5859 -3.1796 -5.1 0.0 -0.2
C -2.0631 0.9499 -2.3902 -3.1 6.9 4.3
C -1.6867 1.8706 -1.1873 -3.6 -4.7 -1.3
C -2.7571 2.2784 -0.1960 4.0 0.5 -2.6
C -2.2540 2.8055 0.9579 -4.5 2.2 1.8
C -0.9118 2.8957 1.1940 2.8 -4.3 -2.5
N -0.0509 2.2232 0.3447 2.0 8.1 15.1
C -0.3405 1.7431 -0.6889 -8.8 -0.5 -6.1
C -0.4802 3.2232 2.5267 8.4 9.4 -7.2
H -0.7080 4.3507 2.6018 -0.2 -1.1 0.2
H 0.6530 3.3989 2.6931 -1.7 -1.4 -0.3
H -0.9492 2.8696 3.2010 -5.8 -5.2 8.8
H -2.9977 3.3293 1.8229 1.9 -1.7 -2.5
H -3.7292 2.3917 -0.6087 -0.9 -0.3 0.3
H -3.2220 1.2854 -2.6089 3.0 -1.9 -0.3
H -1.2815 0.0423 -3.9608 -1.3 -2.4 -4.1
H 0.8494 0.1872 -3.1351 13.8 -11.1 -4.9
H 2.2877 2.6088 -0.0871 0.4 1.2 0.0
H 4.2898 1.0150 -1.1657 -0.4 2.0 1.1
H 4.4820 2.0521 0.2947 2.2 3.5 1.8
H 3.1572 -0.9866 -0.7400 -1.5 0.2 -0.7
H 4.5862 -1.9134 -0.3213 -1.9 1.7 1.3
H 3.8783 -2.1260 2.0704 -1.7 -0.4 -1.1
H 2.7840 -2.8130 0.7640 -2.5 -6.8 -3.0
H -0.0380 -0.0423 2.9509 -0.4 -1.1 -1.1
H -2.2670 0.0598 2.2203 1.1 -2.2 -2.4
H -3.9364 -0.1771 0.4432 0.9 -0.4 -0.2
H -3.3558 -0.9380 -1.1294 -0.2 -0.1 1.9
H -5.1807 -2.4286 0.2595 1.6 0.5 -0.5
H -4.2012 -4.2413 1.5768 -0.1 1.0 -0.4
H -2.6533 -3.2293 1.7365 -0.7 -0.3 -0.5

59
Properties=species:S:1:pos:R:3:forces:R:3 method="wB97M-V/def2-TZVPD" total_charge=0 homo_lumo_gap_ha=0.327 smiles="COc1ccc(CCNC(=O)c2ccc(CS(=O)(=O)Cc3cccc(C)c3)o2)cc1OC" relative_energy_ev=1.291
C 0.2782 -2.8480 2.8251 0.1 -0.2 0.0
H 1.1916 -2.6088 3.3689 0.0 -0.1 0.0
O -0.3895 -1.6201 2.6405 -0.3 0.4 -0.2
C -1.5167 -1.6136 1.8657 -0.1 0.2 0.1
C -2.1858 -2.7579 1.4537 0.2 0.0 0.2
C -3.3050 -2.6781 0.6443 -0.1 0.1 -0.1
C -3.7930 -1.4522 0.2225 -0.2 0.0 0.1
C -3.1429 -0.3045 0.6551 0.2 -0.1 0.2
C -2.0273 -0.3654 1.4717 0.0 0.1 0.1
O -1.4172 0.8343 1.7932 -0.1 -0.4 -0.3
C -1.2681 1.1081 3.1732 0.0 0.1 0.4
H -2.2436 1.1340 3.6697 0.0 0.0 0.0
H -0.8052 2.0921 3.2324 0.0 0.0 0.1
H -0.6314 0.3710 3.6659 -0.1 0.1 0.0
H -3.4876 0.6704 0.3432 0.0 0.1 0.0
C -4.9240 -1.3490 -0.7604 0.2 0.0 -0.2
H -5.3252 -0.3358 -0.7475 -0.1 0.0 0.0
H -5.7243 -2.0487 -0.5161 -0.1 0.0 0.0
C -4.4087 -1.6539 -2.1841 -0.3 0.2 0.0
N -3.1206 -1.0473 -2.4244 0.1 -0.2 -0.1
C -2.9884 0.2899 -2.6035 0.2 -0.6 -0.1
O -3.9119 1.0475 -2.8321 -0.1 0.2 0.1
C -1.5860 0.7403 -2.5138 0.2 1.2 0.0
C -1.0475 2.0008 -2.4959 -0.5 -0.7 -0.1
C 0.3414 1.8334 -2.3118 0.2 -0.7 0.0
C 0.5593 0.4829 -2.2379 0.1 1.0 -0.1
O -0.6049 -0.1792 -2.3596 -0.2 -0.2 -0.1
C 1.7677 -0.3173 -1.9965 -0.3 -0.4 0.9
H 2.6698 0.2831 -1.9661 0.0 0.1 -0.1
H 1.8693 -1.1421 -2.6987 0.1 -0.1 0.0
S 1.6064 -1.1584 -0.3549 0.1 -0.2 -0.2
O 0.3641 -1.8843 -0.3399 -0.2 0.2 0.0
O 2.8011 -1.9392 -0.1566 0.4 0.2 0.0
C 1.5447 0.1770 0.8872 -0.1 -0.5 -0.7
C 2.5386 1.2334 0.5633 0.3 0.4 0.0
C 2.1379 2.5522 0.3890 0.0 -0.1 0.1
C 3.0725 3.5218 0.0682 0.0 0.1 0.0
C 4.4038 3.1823 -0.0893 0.0 0.0 0.0
C 4.8234 1.8670 0.0818 -0.1 0.0 0.0
C 3.8817 0.9038 0.4142 0.1 0.2 0.0
H 4.1834 -0.1249 0.5432 0.1 -0.1 0.0
C 6.2679 1.5027 -0.0740 0.0 0.0 0.1
H 6.3847 0.4288 -0.1930 0.1 -0.1 0.0
H 6.7023 2.0056 -0.9357 0.1 0.0 0.0
H 6.8276 1.8120 0.8088 0.1 0.0 0.0
H 5.1274 3.9426 -0.3453 0.1 0.1 0.0
H 2.7595 4.5472 -0.0628 0.0 0.1 0.0
H 1.0974 2.8138 0.5106 -0.1 0.0 0.0
H 0.5230 0.5467 0.8954 -0.1 0.0 0.1
H 1.7610 -0.3273 1.8270 -0.1 -0.2 0.0
H 1.0851 2.6013 -2.2524 0.2 0.1 0.0
H -1.5884 2.9182 -2.5994 -0.2 0.2 0.0
H -2.3149 -1.5411 -2.0680 0.0 0.1 0.0
H -4.3012 -2.7300 -2.3299 0.0 0.1 0.0
H -5.1115 -1.2549 -2.9188 0.0 -0.2 0.0
H -3.7940 -3.5889 0.3307 -0.1 -0.1 0.0
H -1.8204 -3.7300 1.7409 0.1 -0.1 0.1
H 0.5338 -3.2975 1.8621 0.0 0.0 0.0
H -0.3192 -3.5451 3.4214 0.0 0.0 0.0

60
Properties=species:S:1:pos:R:3:forces:R:3 method="wB97M-V/def2-TZVPD" total_charge=+1 homo_lumo_gap_ha="0.257 / 0.171" relative_energy_ev=0.000 spin_multiplicity=3
C -1.8082 2.8546 -3.6078 0.2 -0.2 0.4
C -1.4644 1.5269 -3.3476 0.0 0.2 -0.3
C -0.1163 1.1349 -3.5900 0.0 0.3 0.3
C 0.8636 2.1556 -3.4392 -0.5 0.9 0.2
C 0.5346 3.4861 -3.7102 0.1 -0.8 0.2
C -0.8121 3.8051 -3.8753 -0.1 0.4 -0.3
C 2.0240 1.6951 -2.6287 -0.3 -0.2 0.2
C 2.5227 0.3982 -3.1546 0.8 -0.5 0.4
C 1.4755 -0.5458 -3.3427 0.3 0.0 0.4
C 1.7270 -1.8669 -2.8669 0.2 0.0 -0.4
C 3.0508 -2.3001 -2.8034 -0.3 0.3 0.4
C 4.1025 -1.3979 -3.0274 0.3 0.0 -0.3
C 3.8554 -0.0277 -3.1377 -0.9 -0.1 0.1
H -2.8464 3.1623 -3.5295 0.1 0.0 0.0
H 1.3327 4.2297 -3.7484 -0.4 -0.1 0.2
H -1.0843 4.8352 -4.1114 0.0 -0.3 0.1
H 2.8019 2.4584 -2.4689 -0.3 -0.3 0.0
H 3.2619 -3.3238 -2.5029 0.0 0.2 0.0
H 5.1344 -1.7474 -3.0189 -0.3 0.0 0.0
H 4.6515 0.7150 -3.1645 -0.1 -0.3 0.2
N 0.2258 -0.1697 -3.7141 -0.6 -0.3 2.1
Au 0.1798 0.4280 0.4306 -0.5 -0.4 -2.0
C -2.3476 0.5747 -2.5674 0.5 -0.1 -0.6
H -2.1099 -0.4546 -2.8693 -0.2 0.1 0.0
H -3.4069 0.8044 -2.7517 0.1 -0.2 0.3
C 0.5681 -2.5997 -2.2322 0.1 0.4 -0.4
H -0.3476 -2.4041 -2.8123 0.3 -0.3 0.1
H 0.7865 -3.6761 -2.1562 -0.3 0.3 0.1
P -2.0559 0.6542 -0.7133 -0.9 0.6 -1.3
P 0.1848 -1.9853 -0.4854 0.8 -1.1 -1.3
C 1.4801 -2.7718 0.5093 0.2 0.3 0.4
H 1.1361 -2.8201 1.5493 0.1 0.0 -0.1
H 1.6790 -3.7891 0.1493 -0.1 0.2 0.0
H 2.3902 -2.1621 0.4747 -0.1 -0.1 0.0
C -1.2462 -3.0491 -0.1139 -0.3 0.2 0.1
H -0.9254 -4.0998 -0.1174 0.0 0.3 0.0
H -1.6564 -2.8106 0.8727 0.0 -0.1 -0.1
H -2.0260 -2.9202 -0.8737 0.2 -0.1 0.2
C -2.5689 2.3303 -0.2429 0.4 0.3 0.4
H -3.3913 2.6959 -0.8723 0.2 -0.2 0.0
H -2.9084 2.3065 0.8009 0.1 0.0 -0.2
H -1.7104 3.0094 -0.3054 -0.2 0.0 0.0
C -3.4522 -0.3470 -0.1116 0.1 -0.4 0.2
H -3.4238 -0.4221 0.9799 -0.1 0.0 -0.1
H -4.4002 0.1259 -0.4027 0.3 0.0 0.0
H -3.4285 -1.3558 -0.5375 0.0 0.2 0.1
C -0.7915 -0.2564 1.9816 -2.9 -1.9 5.7
O -1.3356 -0.6967 2.9079 1.7 1.3 -3.2
H 1.4979 1.3660 -1.5809 1.5 1.1 -2.2
O 0.6490 3.6472 0.3022 0.8 -0.7 0.3
C 1.6874 3.0415 0.5315 0.3 -0.1 -0.2
C 3.1024 3.6004 0.6669 -0.2 0.4 -0.1
C 4.0169 2.3857 0.6956 0.3 -0.2 0.0
C 3.0913 1.1778 0.6434 0.2 0.1 -0.2
O 3.4111 -0.0041 0.5654 -0.6 1.1 0.1
N 1.7978 1.6640 0.6451 0.1 -0.1 -0.2
H 3.3117 4.2549 -0.1884 -0.1 0.0 0.3
H 3.1776 4.1735 1.5989 -0.1 0.1 -0.3
H 4.6906 2.3624 -0.1714 0.0 -0.1 0.4
H 4.6038 2.3471 1.6196 0.1 -0.1 -0.3

66
Properties=species:S:1:pos:R:3:forces:R:3 method="wB97M-V/def2-TZVPD" total_charge=+1 homo_lumo_gap_ha=0.262 relative_energy_ev=2.875
C 1.3887 3.7957 0.3807 0.3 0.1 -0.1
C 0.4737 2.9379 -0.6044 0.6 0.9 1.5
Cl 1.6468 1.9926 -1.6465 -0.9 0.6 0.0
C -0.4796 1.9782 0.2690 1.3 0.0 0.2
Cl -2.2310 2.2030 -0.1226 0.9 0.0 0.2
C 0.0103 0.5021 0.2643 0.7 -2.5 0.6
C -0.2877 -0.4844 -0.7842 0.0 1.4 0.7
C -1.1460 -0.1485 -2.0258 0.0 -0.6 -0.3
C -2.6912 -0.4467 -1.8532 -0.6 -0.3 -0.1
C -3.1228 -1.8740 -2.2880 -0.9 -2.4 0.4
C -3.7165 -2.7505 -1.2554 0.3 -0.4 -1.8
C -4.2030 -4.0977 -1.5367 0.8 1.4 -1.3
C -4.1051 -4.6421 -2.8955 0.8 2.6 0.8
C -3.5078 -3.7820 -3.9319 -0.5 0.0 2.0
C -3.0302 -2.4248 -3.6331 -0.7 -1.2 1.0
N 0.2300 -1.7676 -0.7213 0.2 1.4 1.4
C 1.0453 -2.2270 0.2854 0.3 -0.2 1.3
C 1.5774 -3.6935 0.1652 0.4 0.6 -0.9
C 3.1410 -3.5762 -0.1649 -0.4 1.0 0.4
C 3.4054 -3.2764 -1.6894 0.5 -0.1 -0.2
C 3.9052 -1.8165 -1.9929 0.6 0.3 -0.6
O 3.2133 -1.2772 -3.1528 -0.2 0.0 0.8
C 1.4187 -1.3628 1.4021 -1.2 0.6 -3.0
P 2.5052 -1.8368 2.8584 0.1 0.1 1.7
O 2.6235 -3.5002 2.9430 -0.2 1.1 -0.6
Cl 4.4689 -1.1628 2.4264 -1.1 -0.6 -0.4
C 0.8776 0.0204 1.3609 1.0 -1.1 -1.3
C 1.3197 0.9449 2.5403 -0.4 0.5 1.1
O 0.5792 1.0594 3.4811 -0.2 -0.4 -1.0
O 2.5339 1.6222 2.5362 -1.5 -0.7 -0.8
Br 2.4902 2.9821 3.7930 0.5 -0.3 -0.2
H 1.6885 4.7736 -0.0900 -0.3 -1.1 0.3
H 0.8677 4.0546 1.3372 0.2 -0.2 -0.9
H 2.3331 3.2463 0.6521 -1.0 0.5 -0.4
H -0.1110 3.6888 -1.1916 0.4 -1.2 0.1
H -0.3488 2.3433 1.3263 -0.4 -0.4 -1.1
H -1.0308 0.9175 -2.3377 0.2 -1.0 0.4
H -0.7750 -0.8164 -2.8585 -0.3 0.9 0.7
H -3.0006 -0.2867 -0.7854 0.3 -0.3 -1.0
H -3.2820 0.3133 -2.4426 0.8 -0.7 0.5
H -3.8025 -2.3341 -0.2267 0.0 -0.5 -0.8
H -4.6542 -4.6499 -0.6786 0.4 0.3 -1.0
H -4.4937 -5.6625 -3.1149 0.5 1.0 0.1
H -3.4583 -4.2237 -4.9549 0.1 0.8 0.9
H -2.6199 -1.8176 -4.4705 -0.3 -0.5 0.7
H 0.0007 -2.4172 -1.4847 0.1 0.4 0.4
H 1.0910 -4.1903 -0.7185 0.2 0.4 0.9
H 1.3743 -4.3064 1.0751 0.2 0.8 -0.6
H 3.4960 -2.6686 0.4054 -0.1 -1.1 -0.5
H 3.7299 -4.4332 0.2512 -0.8 0.6 -0.6
H 4.2130 -3.9829 -2.0255 -0.9 0.6 0.1
H 2.5085 -3.4627 -2.3493 0.8 0.1 0.8
H 4.9945 -1.8528 -2.2839 -0.9 0.0 0.6
H 3.7870 -1.0911 -1.1442 0.0 -0.8 -0.4
H 3.2973 -0.3087 -3.1265 0.1 -0.6 -0.1
H 2.5694 -3.7765 3.8805 0.0 0.3 -0.5
C -1.8378 4.9261 3.3687 -0.1 -0.8 -0.1
C -2.5240 6.1322 3.9417 0.1 0.2 0.7
O -1.6995 7.1998 3.5156 -0.2 -0.5 -0.6
C -1.1359 6.7916 2.3436 0.5 0.7 -0.5
O -0.6017 7.5135 1.5691 -0.1 -0.3 0.2
O -1.2683 5.4437 2.1674 -0.1 0.3 0.2
F -2.5246 6.0968 5.2944 -0.1 0.1 0.0
H -1.0414 4.5488 4.0153 -0.1 0.2 0.2
H -2.5316 4.1131 3.1557 0.1 0.1 -0.2
H -3.5423 6.2875 3.5770 0.0 0.0 0.2

60
Properties=species:S:1:pos:R:3:forces:R:3 method="wB97M-V/def2-TZVPD" total_charge=0 homo_lumo_gap_ha=0.348 smiles=Fc1ccccc1.Fc1ccccc1.CC#N.CC#N.CC#N.CC#N.CC#N.CC#N relative_energy_ev=0.000
F 1.0703 -24.1030 4.0836 0.0 -0.6 -0.3
C 0.9863 -23.7882 5.3818 0.5 0.6 0.8
C 1.1740 -24.7351 6.3862 -0.7 0.4 -1.1
C 1.0738 -24.2701 7.6801 0.3 0.0 0.6
C 0.9716 -22.9158 7.9675 -0.2 0.4 0.5
C 0.8169 -21.9711 6.9598 0.0 -0.9 0.0
C 0.8070 -22.4413 5.6608 0.2 0.4 -0.5
H 1.3109 -25.7750 6.1325 0.0 0.0 0.1
H 1.0774 -24.9808 8.4980 0.2 0.0 0.0
H 0.9939 -22.5737 8.9971 -0.1 -0.2 0.0
H 0.6693 -20.9247 7.1792 0.1 0.1 0.0
H 0.7657 -21.7456 4.8302 -0.2 -0.1 0.0
F 2.8931 -27.2422 7.0453 0.0 -0.1 -0.1
C 3.9832 -26.5995 7.5379 0.1 0.0 -0.6
C 4.5998 -25.6149 6.7694 -0.3 0.2 0.6
C 5.6158 -24.8848 7.3651 0.0 -0.1 0.4
C 6.0199 -25.1546 8.6815 0.3 -0.4 -0.9
C 5.4916 -26.2605 9.3338 -0.5 1.0 0.5
C 4.4276 -26.9663 8.7838 0.3 0.1 0.2
H 4.2473 -25.2836 5.8028 -0.2 -0.4 -0.1
H 6.0438 -24.0800 6.7817 0.1 0.1 0.2
H 6.7954 -24.5641 9.1487 -0.1 0.1 0.1
H 5.7490 -26.4087 10.3759 0.2 -0.4 -0.1
H 3.9484 -27.7532 9.3440 0.0 -0.1 -0.1
C 8.9318 -21.0275 12.2872 0.9 0.2 -0.1
C 8.1630 -21.9375 11.4597 0.0 0.7 0.5
N 7.5237 -22.6272 10.8138 -0.4 -0.6 -0.5
H 8.3797 -20.1574 12.6325 -0.3 -0.2 0.0
H 9.7623 -20.6343 11.6942 0.0 -0.1 0.0
H 9.3669 -21.5667 13.1274 -0.1 0.1 0.1
C 9.8427 -24.6760 8.5340 0.0 0.0 -0.3
C 10.2533 -23.6178 7.6216 -0.2 0.1 -0.1
N 10.5278 -22.7818 6.8859 0.1 0.1 0.0
H 9.6190 -24.2367 9.5042 0.1 -0.2 0.1
H 10.6333 -25.4238 8.5632 0.0 0.0 0.3
H 8.9378 -25.1475 8.1516 0.0 0.0 0.0
C 1.6816 -26.3096 13.7453 -0.3 0.5 -0.5
C 2.9680 -26.5621 13.1044 0.2 0.1 0.4
N 3.9780 -26.7599 12.5934 -0.2 0.0 0.0
H 1.5954 -25.2955 14.1357 0.4 0.0 0.0
H 1.4554 -27.0018 14.5489 0.1 -0.2 -0.1
H 0.9415 -26.3446 12.9411 -0.2 -0.3 0.3
C 1.3258 -28.1937 10.0283 -0.9 0.1 0.2
C 0.3125 -28.6439 9.0744 0.1 0.2 0.2
N -0.4835 -28.9938 8.3277 -0.1 -0.1 -0.2
H 1.5573 -27.1447 9.8479 0.5 -0.2 -0.4
H 2.1567 -28.8912 9.9908 0.3 0.3 0.1
H 0.8730 -28.1737 11.0226 0.1 -0.4 0.0
C 2.0366 -30.2101 6.2238 0.3 0.2 0.4
C 2.9632 -30.5363 7.3101 0.0 0.1 0.0
N 3.6953 -30.8360 8.1436 -0.1 0.1 0.0
H 1.3583 -29.4140 6.5240 -0.1 -0.2 0.2
H 1.4775 -31.1175 6.0112 -0.1 0.1 -0.4
H 2.6065 -29.8220 5.3817 0.0 -0.3 -0.2
C 3.9231 -23.4981 11.2224 0.0 0.7 -0.5
C 2.6388 -23.0521 11.7501 0.1 -0.7 0.0
N 1.6155 -22.7195 12.1453 -0.2 0.1 0.1
H 3.9435 -24.5183 10.8475 -0.3 -0.1 0.4
H 4.6986 -23.3393 11.9673 0.1 -0.1 -0.1
H 4.0973 -22.8692 10.3451 0.4 0.0 0.1

62
Properties=species:S:1:pos:R:3:forces:R:3 method="wB97M-V/def2-TZVPD" total_charge=+1 homo_lumo_gap_ha="0.171 / 0.098" relative_energy_ev=3.340 spin_multiplicity=5
Pd -0.1660 1.1367 0.0232 -1.1 0.4 1.0
O 3.5148 -0.1461 1.4611 -2.6 1.1 0.2
C 2.4099 0.4352 1.2933 3.2 -1.4 0.5
N 1.9163 0.8680 0.1168 1.3 -1.3 -0.9
C 2.5691 0.4917 -1.0567 2.3 -0.1 -0.2
O 3.7828 0.3177 -1.2537 -2.5 0.3 0.4
C 1.5934 0.3423 -2.1970 0.0 0.3 0.3
C 1.9302 -0.0110 -3.4960 1.8 0.1 0.7
C 0.9505 -0.0357 -4.4262 -1.3 -0.2 -2.2
C -0.3867 0.2448 -4.0796 0.6 0.6 -0.5
C -0.6218 0.6735 -2.7924 0.6 -0.6 -0.5
N 0.3507 0.6700 -1.8748 -0.1 -0.4 -2.5
C 1.4819 0.7081 2.4442 -1.0 0.1 -0.2
C 1.8508 0.6603 3.7957 3.2 -0.2 -2.5
C 0.9851 1.0944 4.7217 -1.0 0.5 2.3
C -0.2759 1.5124 4.3403 -0.9 0.7 -0.5
C -0.6262 1.4459 2.9830 0.4 -0.2 1.3
N 0.2183 1.0529 2.0432 1.4 -0.4 2.6
H 2.9839 -0.1952 -3.7632 -0.7 0.1 0.3
H 1.2148 -0.2155 -5.5017 -0.4 0.0 1.2
H -1.1651 0.2913 -4.8429 0.2 -0.1 0.3
H -1.5564 0.9929 -2.4014 -0.7 0.1 -0.2
H 2.9580 0.5019 4.0159 -1.8 -0.2 -0.3
H 1.3207 1.1166 5.7692 -0.4 0.2 -0.5
H -0.9846 2.0196 5.0178 0.5 -0.7 -0.2
H -1.5981 1.7182 2.6519 -0.6 0.3 -0.1
C -0.7814 6.1640 -0.3514 1.2 0.5 -1.1
Ge -1.3731 4.2487 -0.3770 -0.1 0.2 1.3
C -2.7954 3.8486 -1.7169 1.2 0.0 -0.6
C -2.4029 3.9368 1.3354 0.4 0.4 -0.5
C 0.3242 3.1581 -0.0655 -1.0 2.2 -0.4
H -1.5525 6.9159 -0.1400 0.0 -0.5 0.4
H -0.3115 6.5717 -1.3177 -0.6 -1.0 1.2
H 0.0414 6.1938 0.4070 -0.8 0.2 -0.4
H -3.6931 4.4521 -1.5655 0.1 -0.2 0.4
H -3.0048 2.7741 -1.7298 -0.2 0.2 0.1
H -2.4190 4.1286 -2.7112 -0.1 -0.2 0.1
H -2.5785 2.8401 1.3815 -0.3 0.8 0.0
H -3.3286 4.5292 1.1366 0.5 -0.7 0.6
H -1.8746 4.2817 2.2602 -0.5 -0.2 -0.8
H 0.7144 3.5229 0.8932 -0.2 -0.2 0.0
H 1.1051 3.3146 -0.7919 0.2 0.0 -0.5
N -0.5510 -5.5907 -1.5882 -0.3 -2.1 2.4
C -0.0977 -4.3820 -1.9979 -0.2 1.2 -1.7
N 0.9391 -3.9279 -1.3736 0.2 -0.8 1.0
C 1.1801 -4.8948 -0.3629 -0.7 0.0 -0.4
C 2.0162 -4.8527 0.7334 -0.5 0.9 -0.5
C 1.7978 -5.8820 1.7159 0.0 -1.0 0.2
C 0.8630 -6.9186 1.6038 -0.5 0.9 -0.2
C 0.0058 -6.9632 0.4732 -0.1 -0.3 0.4
C 0.2182 -5.9471 -0.4679 -0.4 1.4 -1.9
H -1.4221 -6.0999 -1.8636 1.2 0.9 0.1
H -0.5954 -3.8683 -2.8301 0.3 -0.2 0.4
H 2.6749 -3.9718 0.9049 -0.4 -0.9 -0.1
H 2.4154 -5.8584 2.5984 0.0 0.0 0.2
H 0.6539 -7.5353 2.4752 0.3 -0.2 -0.4
H -0.8519 -7.6590 0.3054 1.0 0.4 0.5
C -1.9837 -0.8765 0.0535 -1.3 0.4 -1.1
O -2.0465 0.4720 -0.4977 0.4 -1.8 1.6
H -2.3325 -1.5637 -0.7537 0.1 0.2 0.5
H -2.6524 -1.0522 0.9476 0.7 0.5 -0.7
H -0.9516 -1.1997 0.2857 -0.2 0.2 0.2